[1]
103
Properties=species:S:1:pos:R:3 method="wB97M-V/def2-TZVPD" total_charge=-1 e_above_lowest_ev=1.6133 gap_ha=0.2812 e_lumo_ev=1.389
C 0.79472 0.77596 0.37618
O 0.30186 -0.12550 -0.61048
O 1.72820 0.12161 1.09597
C 1.24917 2.14643 -0.29762
F 0.15334 2.89695 -0.63569
F 2.13519 2.85406 0.38692
F 1.79786 1.78112 -1.46657
C -1.10800 -0.14703 -0.83674
C -1.33536 -1.09412 -2.01957
H -0.50171 -1.08381 -2.72140
H -1.46904 -2.13035 -1.70538
H -2.23405 -0.79954 -2.56475
H -1.44761 0.82978 -1.18488
H -1.48556 -0.62731 0.06789
H -0.06530 1.02702 1.01353
C -2.86882 3.27363 1.11019
O -2.42545 2.13950 1.19805
N -2.07808 4.32453 0.75742
N -4.17408 3.63557 1.34096
H -1.17144 4.05036 0.41781
H -2.53538 5.21443 0.71233
H -4.47219 4.52121 0.98319
H -4.75130 2.89005 1.68580
C 6.08385 3.27959 1.54291
O 6.49021 2.85856 0.46289
N 6.92352 3.71678 2.51936
N 4.76148 3.36314 1.84812
H 6.37396 3.79945 3.35676
H 7.91363 3.64154 2.39631
H 4.09827 2.86315 1.28154
H 4.48986 3.85076 2.68167
C -1.04354 1.60297 -4.67309
O -0.93530 1.32726 -5.87144
N -0.01363 2.23562 -4.04916
N -2.13800 1.39523 -3.91644
H 0.13239 2.22660 -3.05498
H 0.70538 2.46779 -4.71296
H -2.15224 1.95884 -3.08379
H -2.97090 1.03082 -4.33907
C 1.54370 6.25027 -0.57222
O 1.95355 5.55560 -1.48900
N 0.84940 5.71779 0.46472
N 1.72317 7.59812 -0.48859
H 0.90391 4.71359 0.46169
H 0.74405 6.24041 1.31559
H 1.46095 7.99370 0.39479
H 1.99895 8.14804 -1.27870
C 0.65259 1.53152 4.52657
O 0.58750 1.93147 5.69251
N -0.45372 1.52935 3.75035
N 1.79399 1.11432 3.92259
H -0.45807 1.06155 2.85850
H -1.32195 1.88006 4.10513
H 2.63907 1.20465 4.45095
H 1.69825 0.77036 2.97266
C -6.01398 -2.63250 -1.31749
O -6.76234 -3.49780 -0.88240
N -6.19436 -1.96577 -2.48763
N -5.02280 -2.09962 -0.57294
H -6.82207 -2.43645 -3.11742
H -5.50029 -1.27213 -2.69050
H -5.08962 -2.23456 0.42269
H -4.49469 -1.28916 -0.84652
C 2.31653 -2.31187 3.39569
O 2.56360 -3.28656 4.10890
N 3.14850 -1.25864 3.19766
N 1.33910 -2.35657 2.44016
H 2.89320 -0.47286 2.62784
H 4.05754 -1.31427 3.61881
H 0.63696 -3.05498 2.29058
H 1.35229 -1.54201 1.83741
C -2.18738 -5.31842 -1.72710
O -2.16449 -6.09657 -0.77635
N -1.28702 -5.41819 -2.75890
N -3.15703 -4.41613 -1.92942
H -1.60840 -5.03502 -3.62773
H -0.63781 -6.17416 -2.63783
H -3.10246 -3.89290 -2.78563
H -3.90347 -4.19817 -1.29522
C -2.24566 -3.49416 2.04944
O -1.26744 -3.10149 1.43133
N -2.85994 -2.74890 3.03401
N -2.94628 -4.61336 1.77692
H -3.48554 -3.08846 3.74051
H -2.49035 -1.83365 3.23649
H -3.84761 -4.70849 2.19753
H -2.33416 -5.25033 1.27657
C 1.76212 -4.34310 -1.01604
O 2.52727 -4.56985 -1.94822
N 1.52733 -3.15350 -0.46058
N 1.16012 -5.43889 -0.42351
H 2.03128 -2.35368 -0.80360
H 0.87650 -3.06111 0.29528
H 1.05689 -5.54038 0.57193
H 1.32211 -6.26726 -0.96597
C 3.57613 -0.60528 -2.78736
O 4.32091 -1.03871 -3.66581
N 3.89379 -0.51016 -1.45800
N 2.28599 -0.32120 -3.04682
H 4.83942 -0.74413 -1.20984
H 3.27367 -0.36224 -0.67183
H 1.68971 -0.13023 -2.25865
H 1.90295 -0.47958 -3.95980

[2]
86
Properties=species:S:1:pos:R:3 method="wB97M-V/def2-TZVPD" smiles="NC(N)=O.NC(N)=O.NC(N)=O.NC(N)=O.CCO.CCO.CCO.CCO.CO.CO.CO" e_above_lowest_ev=1.6458 gap_ha=0.2980 e_lumo_ev=-0.202
C 1.07641 1.30303 -2.93882
C 1.26127 2.75692 -2.56862
O 2.55230 3.25821 -2.99598
H 0.10671 1.00859 -2.53090
H 1.72415 0.61466 -2.47043
H 1.14356 1.29237 -4.04235
H 1.15141 2.98625 -1.50236
H 0.38305 3.23014 -3.05721
H 2.38130 4.12797 -3.27318
C -2.47411 2.45650 -2.86386
C -2.88716 1.36308 -1.89871
O -2.50909 1.83337 -0.62106
H -3.19201 2.62461 -3.66024
H -1.58839 2.20502 -3.46959
H -2.31554 3.37823 -2.41645
H -2.42622 0.40206 -2.18283
H -3.96145 1.23395 -1.90233
H -3.13230 1.46325 0.02014
C 3.25280 -2.30024 1.02398
C 4.18586 -2.39704 2.24551
O 3.50272 -2.94472 3.31891
H 2.84698 -3.19355 0.65475
H 3.84642 -1.81596 0.17148
H 2.41651 -1.61258 1.38217
H 4.75074 -1.51553 2.52964
H 4.92174 -3.14518 2.08661
H 4.12381 -3.51833 3.80424
C -4.40387 -2.07755 -0.86429
C -2.96794 -2.52779 -0.76881
O -2.86117 -3.95555 -0.96606
H -4.50747 -0.98316 -0.81203
H -4.92542 -2.57777 -0.07162
H -4.83803 -2.35105 -1.86393
H -2.68381 -2.30222 0.22793
H -2.39414 -1.92165 -1.55660
H -1.96330 -4.16356 -1.01311
C 0.42354 -4.15574 -1.31567
O 0.86572 -5.01371 -2.33157
N 0.12142 -4.54173 -0.11534
N 0.11189 -2.94472 -1.63319
H 0.54601 -5.44037 0.11224
H -0.21979 -3.99338 0.65299
H 0.47099 -2.63242 -2.54772
H 0.04169 -2.10625 -0.96678
C 4.40832 1.00957 -0.70616
O 3.09914 0.62203 -0.37232
N 5.37602 0.48374 -0.06785
N 4.76577 1.84363 -1.64432
H 5.31800 -0.23217 0.65597
H 6.33432 0.90824 -0.19143
H 5.66861 2.33279 -1.57956
H 3.96823 2.29870 -2.12014
C -0.95804 4.94725 0.21348
O -0.11434 5.90587 0.69871
N -0.87674 3.68085 0.48550
N -2.10769 5.13781 -0.35091
H 0.02500 3.30472 0.83744
H -1.46270 2.95301 -0.03737
H -2.40963 6.08834 -0.57470
H -2.69476 4.47126 -0.81968
C -3.15480 -0.17649 2.51843
O -2.03227 -0.48145 3.30871
N -4.05497 -1.06662 2.14973
N -3.43156 0.99468 1.96214
H -3.74070 -1.99812 2.33362
H -4.84225 -0.93209 1.44816
H -2.88768 1.85116 2.18655
H -4.29941 1.26452 1.43987
C 0.22502 -3.24894 2.82066
O -0.82689 -2.83848 1.95271
H -0.20994 -3.97285 3.49119
H 0.54628 -2.34765 3.28374
H 1.04872 -3.66862 2.27459
H -1.58649 -2.54901 2.47703
C 1.25980 2.12454 2.40210
O 1.43147 2.58084 1.07345
H 0.14813 2.23166 2.55210
H 1.87177 2.65931 3.09391
H 1.58631 1.08773 2.48165
H 2.27438 2.20836 0.83352
C -0.23066 -0.13381 0.58465
O 0.74461 -0.65605 -0.24940
H -1.22162 -0.58922 0.43644
H -0.39586 0.90467 0.46714
H 0.03820 -0.45189 1.57960
H 1.44312 0.04177 -0.33793